DFT (ωB97M-V with the def2-TZVPD basis set) results for a 6-piece molecular cluster, C23H48I2N6O6 overall.

Calculated values
SMILES	C[C@@H]1C(=O)NC[C@@H]1[C@H](I)[C@@H](C)I.CNC(C)=O.CNC(C)=O.CNC(C)=O.CNC(C)=O.CNC(C)=O
E	-62059.227	eV
orbital gap	9.2	eV
F_max	0.014	Eh/bohr

Cartesian coordinates (Å):
C -1.062 3.324 3.349
C -0.706 1.908 2.907
I -1.045 0.494 4.507
C -1.397 1.431 1.638
I -3.537 1.582 1.785
C -0.936 2.189 0.398
C 0.559 2.542 0.301
N 0.730 2.861 -1.124
C -0.387 2.436 -1.841
O -0.665 2.816 -2.953
C -1.144 1.463 -0.952
C -0.501 0.057 -1.012
H -1.282 3.944 2.477
H -0.224 3.773 3.883
H -1.927 3.360 4.008
H 0.369 1.819 2.764
H -1.231 0.365 1.505
H -1.477 3.136 0.302
H 1.185 1.680 0.548
H 0.869 3.363 0.946
H 1.009 3.802 -1.366
H -2.188 1.394 -1.243
H 0.274 -0.010 -1.776
H -0.034 -0.231 -0.070
H -1.252 -0.696 -1.242
C 3.968 0.041 -5.071
C 3.251 0.403 -3.792
O 3.698 0.090 -2.697
N 2.083 1.081 -3.898
C 1.397 1.525 -5.095
H 4.878 -0.484 -4.802
H 3.357 -0.612 -5.695
H 4.232 0.926 -5.650
H 1.664 1.308 -3.009
H 1.270 2.608 -5.079
H 0.406 1.076 -5.161
H 1.963 1.252 -5.980
C 5.206 -5.546 -5.320
C 5.403 -4.049 -5.310
O 5.585 -3.406 -6.333
N 5.366 -3.428 -4.102
C 5.138 -4.013 -2.797
H 5.254 -5.884 -6.351
H 5.980 -6.046 -4.739
H 4.245 -5.830 -4.898
H 5.504 -2.432 -4.155
H 4.248 -3.585 -2.332
H 5.988 -3.835 -2.136
H 4.994 -5.085 -2.888
C -3.520 2.537 6.829
C -3.307 4.030 6.756
O -3.312 4.625 5.688
N -3.103 4.697 7.920
C -3.063 4.159 9.265
H -3.682 2.171 5.819
H -2.645 2.038 7.245
H -4.387 2.286 7.443
H -2.955 5.687 7.799
H -3.835 4.612 9.889
H -2.092 4.340 9.728
H -3.232 3.087 9.241
C -9.119 6.496 4.334
C -8.332 7.200 5.417
O -8.795 8.144 6.036
N -7.081 6.740 5.678
C -6.372 5.640 5.053
H -10.086 6.985 4.255
H -8.606 6.556 3.374
H -9.267 5.443 4.577
H -6.609 7.254 6.405
H -6.116 4.876 5.787
H -5.444 5.979 4.593
H -6.992 5.184 4.288
C 3.149 -10.638 -4.464
C 4.136 -9.541 -4.790
O 4.033 -8.421 -4.317
N 5.152 -9.843 -5.641
C 5.429 -11.104 -6.296
H 2.411 -10.229 -3.781
H 2.645 -10.994 -5.364
H 3.646 -11.486 -3.991
H 5.771 -9.068 -5.822
H 6.411 -11.485 -6.011
H 5.404 -10.994 -7.382
H 4.685 -11.842 -6.014

Mulliken atomic charge list, values in e, 5 entries:
1 C -1.042
2 C -0.501
3 I 0.076
4 C -1.112
5 I 0.169